11
Properties=species:S:1:pos:R:3:mulliken_charge:R:1 method="wB97M-V/def2-TZVPD" lumo_energy_ev=0.9 relative_energy_ev=0.804 largest_force_ha_per_bohr=0.0205 gap_ev=10.7 smiles=CNCC#N
C 1.256 -0.570 -0.200 -0.8173
N 0.499 0.287 0.710 -0.3508
C -0.690 0.873 0.135 -0.5467
C -1.697 -0.110 -0.331 0.3779
N -2.447 -0.931 -0.653 -0.3901
H 0.824 -1.572 -0.352 0.3103
H 2.275 -0.681 0.184 0.2795
H 1.324 -0.087 -1.181 0.2946
H 0.242 -0.246 1.535 0.2640
H -1.175 1.527 0.868 0.2908
H -0.412 1.509 -0.714 0.2877



65
Properties=species:S:1:pos:R:3:mulliken_charge:R:1 method="wB97M-V/def2-TZVPD" total_charge=-1 lumo_energy_ev="1.3 / 0.5" spin_multiplicity=2 largest_force_ha_per_bohr=0.0099 gap_ev="6.0 / 5.2"
Ti -0.760 -0.065 0.536 0.6706
C -1.925 -0.485 -4.605 -0.5594
O -2.159 -1.716 -3.875 -0.4791
C -1.820 -1.429 -2.597 -0.2098
N -1.471 -0.257 -2.297 0.2701
C -1.576 0.557 -3.516 -0.2580
C -0.333 1.365 -3.824 -0.1716
C -0.434 2.468 -4.667 -0.2346
C 0.674 3.254 -4.933 -0.6000
C 1.895 2.951 -4.345 -0.5209
C 2.002 1.852 -3.511 -0.6221
C 0.895 1.053 -3.260 -0.0150
C -1.888 -2.528 -1.616 0.3945
C -2.342 -3.791 -1.979 -0.9187
C -2.385 -4.784 -1.017 -0.5602
C -1.957 -4.489 0.267 -0.9687
C -1.514 -3.202 0.528 0.3629
N -1.490 -2.230 -0.382 0.7514
C -1.010 -2.825 1.856 -0.1423
N -0.546 -1.674 2.135 1.0367
C -0.193 -1.684 3.575 -0.0141
C -0.456 -3.148 3.981 -0.5557
O -1.055 -3.756 2.808 -0.4564
C 1.194 -1.216 3.942 -0.0244
C 1.597 -1.428 5.260 -0.4995
C 2.830 -0.985 5.704 -0.7023
C 3.678 -0.312 4.834 -0.4436
C 3.282 -0.094 3.526 -0.8925
C 2.049 -0.549 3.078 0.2223
H -2.833 -0.254 -5.158 0.2940
H -1.097 -0.660 -5.295 0.3663
H -2.404 1.257 -3.365 0.5512
H -1.399 2.744 -5.076 0.3990
H 0.577 4.129 -5.562 0.3744
H 2.752 3.590 -4.517 0.4160
H 2.938 1.628 -3.018 0.3999
H 0.975 0.231 -2.567 0.2863
H -2.652 -3.964 -2.998 0.5229
H -2.741 -5.775 -1.265 0.4322
H -1.957 -5.225 1.056 0.5691
H -0.919 -1.028 4.070 0.1003
H -1.169 -3.250 4.797 0.3012
H 0.462 -3.697 4.199 0.3685
H 0.933 -1.924 5.958 0.3828
H 3.123 -1.151 6.733 0.3643
H 4.636 0.051 5.180 0.3864
H 3.909 0.454 2.837 0.3627
H 1.782 -0.349 2.052 0.3492
S -3.576 -0.536 4.237 -0.4349
As -2.917 0.716 2.659 0.6910
S -3.201 -0.114 0.684 -0.4786
S -0.850 1.303 2.579 -0.4831
S -4.305 2.238 3.225 -0.3480
Cl 3.606 5.405 -0.894 -0.2248
C 2.310 4.279 -0.625 -0.5866
C 2.459 3.151 0.183 0.4310
Cl 4.034 2.968 1.013 -0.2988
C 1.502 2.185 0.384 -0.5319
Cl 1.154 -1.075 -0.344 -0.5152
C 0.333 2.442 -0.317 0.3765
O -0.648 1.475 -0.292 0.0829
C 0.055 3.586 -1.053 -0.0779
Cl -1.535 3.868 -1.692 -0.1722
C 1.076 4.514 -1.229 0.6980
Cl 0.809 5.931 -2.182 -0.2135



12
Properties=species:S:1:pos:R:3:mulliken_charge:R:1 method="wB97M-V/def2-TZVPD" lumo_energy_ev=0.5 relative_energy_ev=1.986 largest_force_ha_per_bohr=0.0109 gap_ev=10.7 smiles="O=C[C@H]1CN1C=O"
O 2.779 -0.273 -0.471 -0.4567
C 1.576 -0.239 -0.492 -0.1432
C 0.689 0.383 0.549 0.0830
C -0.447 1.209 -0.035 -0.4342
N -0.679 -0.050 0.565 -0.1118
C -1.415 -1.161 0.207 0.0996
O -2.517 -1.108 -0.284 -0.5128
H 1.006 -0.683 -1.335 0.3120
H 1.153 0.665 1.497 0.3415
H -0.468 1.290 -1.125 0.2544
H -0.840 2.066 0.507 0.2278
H -0.929 -2.107 0.503 0.3403



98
Properties=species:S:1:pos:R:3:mulliken_charge:R:1 method="wB97M-V/def2-TZVPD" total_charge=+1 lumo_energy_ev=-2.4 relative_energy_ev=0.000 largest_force_ha_per_bohr=0.0293 gap_ev=7.8
C -3.576 1.381 3.211 -1.0410
C -4.179 1.204 1.834 0.0508
O -3.168 1.486 0.815 -0.3330
B -3.062 0.580 -0.198 0.8568
O -3.784 0.559 -1.341 -0.5354
N -1.993 -0.475 -0.119 0.5566
C -2.405 -1.872 -0.398 -1.1981
C -2.207 -2.916 0.690 -0.6223
C -3.211 -2.790 1.821 0.4731
C -4.569 -2.591 1.565 -0.4451
C -5.487 -2.513 2.594 -0.7775
C -5.076 -2.649 3.904 -0.4198
C -3.732 -2.855 4.176 -0.9021
C -2.816 -2.924 3.140 -0.1015
C -0.749 -0.117 0.081 -1.4641
N -0.330 1.178 0.238 -0.2328
C 0.989 1.284 -0.456 1.5887
F 1.823 1.970 0.408 -0.4637
C 0.838 2.106 -1.747 -1.2257
C 1.294 3.572 -1.629 -0.5581
O 0.512 4.315 -2.575 -0.6048
C 2.788 3.702 -1.906 0.5573
N 3.416 4.735 -1.081 -0.7558
C 1.394 -0.221 -0.611 1.3319
C 1.228 -0.710 -2.064 -2.7734
O 2.352 -0.358 -2.826 -0.0264
C 2.526 -1.167 -3.977 -1.0234
P 3.042 -0.815 0.092 -0.3313
C 4.351 0.412 -0.273 -0.6596
C 5.179 0.247 -1.568 -1.0510
C 3.424 -2.375 -0.774 -0.0740
C 4.415 -3.187 0.087 -1.2997
N 0.337 -0.962 0.150 0.4638
P 0.867 -0.911 1.971 0.0488
N 1.089 -2.570 2.221 -0.5057
O -0.636 -0.867 2.635 -0.3449
H -2.884 2.227 3.178 0.3445
H -4.346 1.592 3.954 0.4136
H -3.007 0.497 3.503 -0.0159
H -5.025 1.870 1.664 0.3783
H -4.531 0.176 1.704 0.0333
H -4.603 1.066 -1.292 0.3362
H -3.474 -1.824 -0.591 0.7356
H -1.944 -2.169 -1.343 0.2827
H -2.387 -3.877 0.196 0.5276
H -1.189 -2.961 1.074 0.2329
H -4.930 -2.512 0.545 0.4753
H -6.542 -2.379 2.395 0.5163
H -5.799 -2.614 4.708 0.5409
H -3.379 -2.987 5.192 0.4215
H -1.774 -3.108 3.358 0.3248
H -0.932 1.938 -0.061 0.4927
H -0.201 2.106 -2.083 0.5694
H 1.414 1.653 -2.553 0.1688
H 1.061 3.997 -0.654 0.4564
H 1.060 4.549 -3.330 0.3975
H 3.277 2.754 -1.672 -0.7624
H 2.939 3.848 -2.987 0.5798
H 4.422 4.683 -1.194 0.2407
H 3.156 5.655 -1.421 0.2359
H 1.027 -1.783 -2.057 0.8050
H 0.336 -0.233 -2.504 0.7126
H 3.407 -0.799 -4.499 0.2715
H 2.691 -2.212 -3.700 0.3801
H 1.656 -1.106 -4.638 0.3168
H 5.019 0.352 0.589 0.6398
H 3.926 1.412 -0.237 0.5322
H 5.107 -0.746 -2.003 0.1984
H 4.882 0.995 -2.302 0.1458
H 6.227 0.437 -1.346 0.5032
H 3.791 -2.253 -1.792 0.1069
H 2.478 -2.917 -0.854 0.4069
H 4.953 -2.550 0.792 0.3262
H 5.169 -3.659 -0.542 0.3810
H 3.895 -3.965 0.643 0.3650
H 0.640 -2.857 3.086 0.1875
H 2.090 -2.713 2.337 0.3401
H -0.836 0.057 2.836 0.2931
C 7.894 0.553 -5.304 -1.1639
C 7.949 1.510 -4.139 0.8936
O 7.775 1.136 -3.002 -0.5282
C 8.236 2.956 -4.463 -1.1630
H 7.684 -0.451 -4.944 0.2851
H 7.114 0.859 -6.004 0.3207
H 8.846 0.554 -5.836 0.3730
H 7.469 3.349 -5.132 0.3275
H 9.201 3.043 -4.963 0.3561
H 8.252 3.540 -3.546 0.2979
C -7.722 0.532 4.809 -1.0141
C -8.599 -0.543 4.213 0.8955
O -8.184 -1.663 4.023 -0.5158
C -10.014 -0.152 3.871 -1.2528
H -6.731 0.129 5.010 0.1711
H -7.641 1.374 4.117 0.2918
H -8.158 0.899 5.739 0.4243
H -10.014 0.663 3.145 0.3363
H -10.534 0.191 4.767 0.3461
H -10.540 -1.007 3.455 0.3226



16
Properties=species:S:1:pos:R:3:mulliken_charge:R:1 method="wB97M-V/def2-TZVPD" total_charge=+1 lumo_energy_ev="-4.9 / -6.7" spin_multiplicity=6 relative_energy_ev=0.000 largest_force_ha_per_bohr=0.2025 gap_ev="6.8 / 7.5"
O -0.109 4.249 -3.299 -0.1629
C -0.150 3.099 -3.443 0.1665
Mn 0.101 -0.647 -0.124 0.0620
O -0.257 1.513 1.696 -0.4119
C -0.115 0.941 0.612 0.2939
C -0.111 -3.866 -0.120 0.1144
O -0.543 -4.658 -0.823 -0.1259
C 1.962 -0.658 -0.395 0.5650
O 3.149 -0.477 -0.304 -0.2266
C -1.778 -0.367 -0.474 0.4929
O -2.901 0.031 -0.446 -0.2096
H 0.431 1.098 -0.387 0.1729
N 0.117 -1.445 1.809 -0.7110
H -0.859 -1.460 2.259 0.3161
H 0.664 -0.826 2.459 0.3499
H 0.504 -2.360 1.918 0.3144



19
Properties=species:S:1:pos:R:3:mulliken_charge:R:1 method="wB97M-V/def2-TZVPD" lumo_energy_ev=0.7 relative_energy_ev=0.083 largest_force_ha_per_bohr=0.0160 gap_ev=9.3 smiles="C/C=C/O.O.O.O"
C -2.128 1.653 2.233 -1.0799
C -1.870 0.549 1.242 -0.0079
C -1.001 0.651 0.245 -0.1644
O -0.767 -0.357 -0.652 -0.6171
H -1.423 2.471 2.089 0.3123
H -2.021 1.275 3.250 0.2919
H -3.179 1.934 2.165 0.2855
H -2.429 -0.359 1.385 0.3384
H -0.455 1.590 0.153 0.2119
H -0.171 0.008 -1.345 0.4410
O 1.021 0.504 -2.502 -0.7383
H 1.792 -0.088 -2.329 0.4018
H 0.857 0.361 -3.446 0.3253
O 1.106 -2.234 0.145 -0.7304
H 0.314 -1.673 0.059 0.4039
H 1.194 -2.437 1.080 0.3119
O 2.963 -1.257 -1.628 -0.7246
H 3.768 -0.919 -1.224 0.3163
H 2.429 -1.672 -0.919 0.4226